Record 1
Here is C26H30N4O4S in the gas phase from OMol25. Energies are from the ωB97M-V functional and the def2-TZVPD basis.

Element x y z (Å)
C  0.35147  -3.47221  2.80077
C  -0.44120  -2.34158  2.21988
C  0.18359  -1.37967  1.43828
C  -0.52987  -0.30020  0.93303
C  -1.89420  -0.19528  1.18151
C  -2.52441  -1.16488  1.93933
C  -1.80404  -2.22492  2.46183
H  -2.30581  -2.97086  3.06114
H  -3.58511  -1.09073  2.12989
H  -2.44737  0.64118  0.78370
N  0.11667  0.67145  0.13885
C  1.15414  1.45238  0.53115
O  1.70978  2.19407  -0.25977
C  1.53853  1.43114  1.99873
C  0.83866  2.58025  2.74371
C  -0.65695  2.47068  2.64984
O  -1.34279  3.10987  1.88825
N  -1.29286  1.59033  3.51041
C  -0.79781  0.67241  4.38647
N  0.43618  0.41675  4.63960
C  0.56832  -0.57308  5.55618
C  -0.58761  -1.09748  6.02714
S  -1.94241  -0.31782  5.29698
H  -0.73121  -1.87662  6.74646
H  1.55901  -0.87232  5.84512
H  -2.30111  1.58375  3.39973
H  1.12692  3.52902  2.28796
H  1.14451  2.55350  3.78934
H  2.61497  1.59783  2.05477
H  1.29544  0.48829  2.47949
C  -0.23610  0.80836  -1.27882
C  -1.41927  -0.01768  -1.69362
C  -1.35277  -1.40565  -1.71068
C  -2.44805  -2.15637  -2.08956
C  -3.63153  -1.52999  -2.46247
C  -3.70058  -0.14068  -2.46085
C  -2.60181  0.60275  -2.08021
H  -2.66825  1.68122  -2.07436
H  -4.62186  0.33452  -2.75766
O  -4.73607  -2.23097  -2.83543
H  -4.54882  -3.17681  -2.80040
H  -2.38628  -3.23671  -2.09664
H  -0.43271  -1.89692  -1.43580
H  -0.43632  1.87121  -1.46070
C  1.00545  0.36152  -2.08748
O  1.57077  -0.68126  -1.82769
N  1.32021  1.18745  -3.09550
H  0.88723  2.09707  -3.10107
C  2.50658  1.05041  -3.94464
C  2.40347  -0.25754  -4.73161
H  3.27593  -0.38136  -5.36727
H  2.34640  -1.09482  -4.04274
H  1.51057  -0.25557  -5.35303
C  3.76382  1.05865  -3.07189
H  3.77220  1.94445  -2.44115
H  4.65613  1.04986  -3.69208
H  3.76861  0.18304  -2.42960
C  2.51461  2.24434  -4.89782
H  2.60141  3.17493  -4.34068
H  3.35941  2.17244  -5.57741
H  1.60025  2.26891  -5.48745
H  1.23237  -1.47419  1.19711
H  -0.28341  -4.33251  2.99862
H  0.80287  -3.15967  3.74367
H  1.15213  -3.76769  2.12708

Output
E: -52436.8594 eV
Kohn-Sham gap: 0.3261 Eh
SMILES: Cc1cccc(N(C(=O)CCC(=O)Nc2nccs2)[C@@H](C(=O)NC(C)(C)C)c2ccc(O)cc2)c1
Energy above the lowest of the compared OMol25 structures with the same formula, charge and spin: 0.8196 eV

---

Record 2
Here is C26H30N4O5 in the gas phase from OMol25. Energies are from the ωB97M-V functional and the def2-TZVPD basis.

Element x y z (Å)
C  -6.27369  -3.65919  -0.09597
H  -6.45275  -4.73228  -0.13877
O  -4.88164  -3.50337  -0.21800
C  -4.36603  -2.24763  -0.18926
C  -5.10112  -1.08260  -0.05448
C  -4.48656  0.16261  -0.03853
C  -3.11244  0.23916  -0.14824
C  -2.35099  -0.92526  -0.28008
C  -2.95605  -2.16536  -0.30738
O  -2.30124  -3.34361  -0.43569
C  -0.89166  -3.32876  -0.48932
H  -0.59330  -4.37358  -0.55124
H  -0.51306  -2.79791  -1.36790
H  -0.46574  -2.88398  0.41548
H  -1.28093  -0.83406  -0.36601
N  -2.41541  1.47594  -0.17555
N  -1.31922  1.43677  -0.91691
C  -0.49657  2.43424  -1.00549
C  -0.72285  3.66733  -0.30577
C  0.12523  4.77880  -0.36503
C  -0.19365  5.92157  0.33244
C  -1.35711  5.98677  1.09849
C  -2.20186  4.90224  1.16766
C  -1.89834  3.73319  0.46709
C  -2.80763  2.58769  0.57351
O  -3.80884  2.57530  1.26075
H  -3.10751  4.92312  1.75453
H  -1.59339  6.89107  1.63894
H  0.46320  6.77756  0.28670
H  1.02763  4.71692  -0.95159
C  0.71783  2.12153  -1.81509
O  1.80807  2.64385  -1.64110
N  0.48645  1.16549  -2.74078
H  -0.40992  0.70122  -2.67713
C  1.56349  0.43835  -3.37726
H  2.36821  1.13837  -3.61010
H  1.19232  -0.03230  -4.28745
C  2.04090  -0.63615  -2.38573
O  1.67628  -1.79282  -2.45220
N  2.82772  -0.13410  -1.42189
H  2.97923  0.86674  -1.39252
C  3.22679  -0.89704  -0.25213
C  2.32421  -0.54908  0.94106
H  1.34677  -0.25841  0.54457
C  2.12465  -1.73696  1.88087
C  3.33525  -2.05947  2.75259
C  4.63068  -2.29811  1.97734
C  5.21835  -1.01031  1.39602
H  6.30519  -1.10221  1.34118
C  4.71870  -0.65162  -0.00558
H  5.27899  -1.22299  -0.74845
H  4.92878  0.40661  -0.18324
H  5.00531  -0.19078  2.08480
H  5.35757  -2.72811  2.67046
H  4.46494  -3.02799  1.18429
H  3.10261  -2.95402  3.33551
H  3.49677  -1.24318  3.46112
H  1.27753  -1.52763  2.53930
H  1.86827  -2.61473  1.28235
H  2.72320  0.30819  1.48443
H  3.05451  -1.94434  -0.52100
H  -5.08308  1.05207  0.06449
H  -6.17420  -1.12333  0.03581
H  -6.64106  -3.26878  0.85877
H  -6.80781  -3.17065  -0.91766

Output
E: -43647.6521 eV
Kohn-Sham gap: 0.2815 Eh
SMILES: COc1ccc(-n2nc(C(=O)NCC(=O)NC3CCCCCC3)c3ccccc3c2=O)cc1OC
Energy above the lowest of the compared OMol25 structures with the same formula, charge and spin: 2.0290 eV

---

Record 3
Here is a molecular structure, C26H30N4O7S from OMol25. Energies are from the ωB97M-V functional and the def2-TZVPD basis.

Element x y z (Å)
C  6.63663  -2.98899  5.43489
C  7.19143  -3.00873  3.99755
H  7.80597  -2.16137  3.63720
H  7.92380  -3.91367  3.95743
O  6.30806  -2.99122  3.17743
C  6.65335  -3.29191  1.90320
O  7.77587  -3.33112  1.62594
N  5.65561  -3.35943  0.89494
C  4.28693  -3.30160  1.30969
H  4.09980  -3.31674  2.47252
H  3.69688  -4.33409  0.78797
C  3.70720  -2.05727  0.71331
N  3.80341  -1.79420  -0.49986
C  2.76388  -2.01714  -1.61942
O  3.10438  -2.04430  -2.77081
C  1.39935  -1.77361  -1.01152
C  0.34258  -2.33467  -1.50451
N  -0.91800  -2.18204  -1.34877
C  -1.36627  -1.03256  -0.79818
C  -2.70226  -0.94871  -0.42702
C  -2.96563  0.29301  0.31782
C  -2.05979  0.83443  0.93198
C  -0.76900  0.71898  0.65176
C  -0.36524  -0.43880  -0.02770
C  1.23237  -0.37479  -0.54348
O  1.89202  0.31004  0.10573
H  -0.00664  1.53579  1.35482
S  -2.64043  2.51442  1.58269
O  -3.94457  2.25023  2.32118
O  -1.69249  2.98653  2.71946
N  -2.64136  3.60990  0.32529
C  -3.46037  3.33028  -0.59486
C  -3.16372  2.77577  -1.85985
C  -4.01557  2.47528  -2.66726
C  -5.38830  2.45189  -2.43874
C  -5.89443  2.77794  -1.43061
C  -4.85148  3.42078  -0.38903
H  -5.37665  3.39939  0.75172
H  -6.87863  2.88444  -1.03155
O  -6.16880  1.81254  -3.56079
C  -7.77327  2.08025  -3.28601
C  -8.09552  3.28841  -3.54556
H  -9.11028  3.55937  -3.49489
H  -7.73573  3.94751  -4.43411
H  -7.56045  4.20418  -2.90464
H  -8.14632  1.60126  -4.17915
H  -8.06849  1.79478  -2.34306
H  -3.85671  2.16737  -3.63278
H  -2.04746  2.80375  -2.19467
C  -1.26599  3.99428  0.06947
H  -0.88225  4.49979  0.92481
H  -0.70531  3.39073  -0.44131
H  -1.59085  5.08404  -0.75190
H  -4.19675  0.46154  0.61903
H  -3.56734  -1.46816  -0.81791
H  -1.76184  -2.88415  -1.88632
H  0.67979  -3.14378  -2.28499
C  5.19582  -2.15235  -0.97735
H  5.15305  -2.09962  -2.18568
C  5.49954  -3.51524  -0.37881
H  6.83399  -3.26032  -0.65688
H  5.20402  -4.27386  -0.90726
H  5.68634  -1.14207  -0.65154
H  2.58051  -2.16981  1.15669
H  3.99869  -1.14236  1.39568
H  7.46791  -2.82983  6.21610
H  6.08749  -3.81316  5.75891
H  5.97753  -2.19138  5.39081

Output
E: -58552.4167 eV
Kohn-Sham gap: 0.2922 Eh
Energy above the lowest of the compared OMol25 structures with the same formula, charge and spin: 26.0399 eV

---

Record 4
Here is a gas-phase ion, C26H30NO3 (charge +1) from OMol25. Energies are from the ωB97M-V functional and the def2-TZVPD basis.

Element x y z (Å)
C  5.67118  3.22442  2.81068
O  5.93871  1.86233  2.39668
C  4.89482  1.01384  2.26766
C  5.20430  -0.37119  2.20309
C  4.21131  -1.31887  2.31118
C  2.85231  -0.91910  2.26411
C  1.81937  -1.94938  2.47727
C  0.43678  -1.36620  2.69472
C  -0.66135  -1.97744  2.09685
C  -1.96467  -1.63092  2.46632
C  -2.22935  -0.68145  3.43792
O  -3.54477  -0.39154  3.81939
C  -4.22517  0.58119  3.06230
C  -5.41978  0.19082  2.43601
C  -6.11124  1.08860  1.61042
C  -5.62403  2.39566  1.46901
C  -4.45026  2.79582  2.13157
C  -3.72308  1.87675  2.91114
C  -1.15993  -0.03630  4.02706
C  0.15427  -0.41960  3.72783
C  2.55203  0.46502  2.11861
C  3.54974  1.43033  2.16249
H  6.67551  3.64469  2.95159
H  5.12887  3.79598  2.03418
H  5.09119  3.29569  3.75338
H  6.26345  -0.65695  2.13605
H  4.53538  -2.37177  2.45815
H  2.13128  -2.67494  3.31942
H  -0.50559  -2.76581  1.35090
H  -2.80406  -2.14429  2.02433
H  -5.76448  -0.82408  2.62095
H  -7.01535  0.74293  1.09041
H  -6.15752  3.09259  0.81228
H  -4.09174  3.82841  2.04919
H  -2.82193  2.16977  3.45684
H  -1.38167  0.73763  4.75112
H  0.95297  0.05569  4.31902
H  1.50212  0.78281  2.09817
H  3.28020  2.48271  2.13878
C  4.60790  -3.09628  -1.17140
O  3.72610  -3.03669  -0.03942
C  3.76620  -4.29718  0.60869
C  2.97832  -4.33511  1.89806
C  2.67408  -5.77085  2.31047
C  1.26829  -5.78918  2.91138
C  0.57353  -4.63060  2.21492
N  1.61042  -3.65034  1.82598
H  4.71245  -2.07386  -1.53650
H  5.61677  -3.51689  -0.96597
H  4.19106  -3.71201  -1.98547
H  3.34714  -5.08011  -0.05961
H  4.80715  -4.66142  0.80764
H  3.57669  -3.85731  2.69017
H  2.80183  -6.39470  1.41446
H  3.48291  -6.13509  2.96806
H  0.73314  -6.73967  2.84376
H  1.39881  -5.58893  3.97886
H  0.08406  -4.96963  1.31552
H  -0.23196  -4.21496  2.79460
H  1.44461  -3.16216  0.95136

Output
E: -35071.3910 eV
Kohn-Sham gap: 0.2862 Eh
SMILES: COC[C@@H]1CCC[N@H+]1[C@@H](c1ccc(OC)cc1)c1ccc(Oc2ccccc2)cc1
Energy above the lowest of the compared OMol25 structures with the same formula, charge and spin: 2.2643 eV
Total charge: +1

---

Please write out number 4 again, unchanged.
Here is a gas-phase ion, C26H30NO3 (charge +1) from OMol25. Energies are from the ωB97M-V functional and the def2-TZVPD basis.

Element x y z (Å)
C  5.67118  3.22442  2.81068
O  5.93871  1.86233  2.39668
C  4.89482  1.01384  2.26766
C  5.20430  -0.37119  2.20309
C  4.21131  -1.31887  2.31118
C  2.85231  -0.91910  2.26411
C  1.81937  -1.94938  2.47727
C  0.43678  -1.36620  2.69472
C  -0.66135  -1.97744  2.09685
C  -1.96467  -1.63092  2.46632
C  -2.22935  -0.68145  3.43792
O  -3.54477  -0.39154  3.81939
C  -4.22517  0.58119  3.06230
C  -5.41978  0.19082  2.43601
C  -6.11124  1.08860  1.61042
C  -5.62403  2.39566  1.46901
C  -4.45026  2.79582  2.13157
C  -3.72308  1.87675  2.91114
C  -1.15993  -0.03630  4.02706
C  0.15427  -0.41960  3.72783
C  2.55203  0.46502  2.11861
C  3.54974  1.43033  2.16249
H  6.67551  3.64469  2.95159
H  5.12887  3.79598  2.03418
H  5.09119  3.29569  3.75338
H  6.26345  -0.65695  2.13605
H  4.53538  -2.37177  2.45815
H  2.13128  -2.67494  3.31942
H  -0.50559  -2.76581  1.35090
H  -2.80406  -2.14429  2.02433
H  -5.76448  -0.82408  2.62095
H  -7.01535  0.74293  1.09041
H  -6.15752  3.09259  0.81228
H  -4.09174  3.82841  2.04919
H  -2.82193  2.16977  3.45684
H  -1.38167  0.73763  4.75112
H  0.95297  0.05569  4.31902
H  1.50212  0.78281  2.09817
H  3.28020  2.48271  2.13878
C  4.60790  -3.09628  -1.17140
O  3.72610  -3.03669  -0.03942
C  3.76620  -4.29718  0.60869
C  2.97832  -4.33511  1.89806
C  2.67408  -5.77085  2.31047
C  1.26829  -5.78918  2.91138
C  0.57353  -4.63060  2.21492
N  1.61042  -3.65034  1.82598
H  4.71245  -2.07386  -1.53650
H  5.61677  -3.51689  -0.96597
H  4.19106  -3.71201  -1.98547
H  3.34714  -5.08011  -0.05961
H  4.80715  -4.66142  0.80764
H  3.57669  -3.85731  2.69017
H  2.80183  -6.39470  1.41446
H  3.48291  -6.13509  2.96806
H  0.73314  -6.73967  2.84376
H  1.39881  -5.58893  3.97886
H  0.08406  -4.96963  1.31552
H  -0.23196  -4.21496  2.79460
H  1.44461  -3.16216  0.95136

Output
E: -35071.3910 eV
Kohn-Sham gap: 0.2862 Eh
SMILES: COC[C@@H]1CCC[N@H+]1[C@@H](c1ccc(OC)cc1)c1ccc(Oc2ccccc2)cc1
Energy above the lowest of the compared OMol25 structures with the same formula, charge and spin: 2.2643 eV
Total charge: +1

---

What did the fourth record say?
Here is a gas-phase ion, C26H30NO3 (charge +1) from OMol25. Energies are from the ωB97M-V functional and the def2-TZVPD basis.

Element x y z (Å)
C  5.67118  3.22442  2.81068
O  5.93871  1.86233  2.39668
C  4.89482  1.01384  2.26766
C  5.20430  -0.37119  2.20309
C  4.21131  -1.31887  2.31118
C  2.85231  -0.91910  2.26411
C  1.81937  -1.94938  2.47727
C  0.43678  -1.36620  2.69472
C  -0.66135  -1.97744  2.09685
C  -1.96467  -1.63092  2.46632
C  -2.22935  -0.68145  3.43792
O  -3.54477  -0.39154  3.81939
C  -4.22517  0.58119  3.06230
C  -5.41978  0.19082  2.43601
C  -6.11124  1.08860  1.61042
C  -5.62403  2.39566  1.46901
C  -4.45026  2.79582  2.13157
C  -3.72308  1.87675  2.91114
C  -1.15993  -0.03630  4.02706
C  0.15427  -0.41960  3.72783
C  2.55203  0.46502  2.11861
C  3.54974  1.43033  2.16249
H  6.67551  3.64469  2.95159
H  5.12887  3.79598  2.03418
H  5.09119  3.29569  3.75338
H  6.26345  -0.65695  2.13605
H  4.53538  -2.37177  2.45815
H  2.13128  -2.67494  3.31942
H  -0.50559  -2.76581  1.35090
H  -2.80406  -2.14429  2.02433
H  -5.76448  -0.82408  2.62095
H  -7.01535  0.74293  1.09041
H  -6.15752  3.09259  0.81228
H  -4.09174  3.82841  2.04919
H  -2.82193  2.16977  3.45684
H  -1.38167  0.73763  4.75112
H  0.95297  0.05569  4.31902
H  1.50212  0.78281  2.09817
H  3.28020  2.48271  2.13878
C  4.60790  -3.09628  -1.17140
O  3.72610  -3.03669  -0.03942
C  3.76620  -4.29718  0.60869
C  2.97832  -4.33511  1.89806
C  2.67408  -5.77085  2.31047
C  1.26829  -5.78918  2.91138
C  0.57353  -4.63060  2.21492
N  1.61042  -3.65034  1.82598
H  4.71245  -2.07386  -1.53650
H  5.61677  -3.51689  -0.96597
H  4.19106  -3.71201  -1.98547
H  3.34714  -5.08011  -0.05961
H  4.80715  -4.66142  0.80764
H  3.57669  -3.85731  2.69017
H  2.80183  -6.39470  1.41446
H  3.48291  -6.13509  2.96806
H  0.73314  -6.73967  2.84376
H  1.39881  -5.58893  3.97886
H  0.08406  -4.96963  1.31552
H  -0.23196  -4.21496  2.79460
H  1.44461  -3.16216  0.95136

Output
E: -35071.3910 eV
Kohn-Sham gap: 0.2862 Eh
SMILES: COC[C@@H]1CCC[N@H+]1[C@@H](c1ccc(OC)cc1)c1ccc(Oc2ccccc2)cc1
Energy above the lowest of the compared OMol25 structures with the same formula, charge and spin: 2.2643 eV
Total charge: +1

---

Question: Among the records above, which one has the lowest energy above the lowest of the compared OMol25 structures with the same formula, charge and spin?
Answer: C26H30N4O4S

---

Question: Which value of E does entry 2 give?
Answer: -43647.6521 eV